The following is a quantum chemistry calculation of a molecular structure, C17H13BrInN2O6, from OMol25.

```
40
Properties=species:S:1:pos:R:3
C 0.366 4.139 1.764
C -0.646 3.275 2.245
C -0.034 1.963 2.482
H -1.666 3.549 2.529
C 1.380 2.102 2.172
C 1.594 3.419 1.712
H 2.560 3.861 1.466
H 0.258 5.205 1.562
H -0.470 1.184 3.117
H 2.134 1.324 2.327
In -0.823 1.459 0.286
Br -3.245 1.281 0.358
C -0.016 2.026 -2.456
C 1.196 2.715 -2.160
C 0.859 4.017 -1.686
H 2.206 2.334 -2.335
C -0.554 4.146 -1.671
C -1.115 2.920 -2.157
H -2.164 2.735 -2.403
H -0.107 1.051 -2.941
H 1.567 4.806 -1.441
H -1.111 5.050 -1.421
O 2.436 -0.942 0.041
C 1.226 -1.021 -0.100
O 0.355 -0.051 -0.307
C 0.546 -2.360 -0.089
C -0.858 -2.442 -0.158
C -1.520 -3.677 -0.151
C -0.780 -4.852 -0.064
C 0.615 -4.761 0.012
C 1.309 -3.532 -0.001
N 1.416 -5.960 0.103
O 0.896 -7.090 0.119
O 2.654 -5.803 0.163
N -2.968 -3.726 -0.221
O -3.650 -2.688 -0.306
O -3.501 -4.855 -0.193
H -1.449 -1.534 -0.209
H -1.289 -5.805 -0.051
H 2.397 -3.459 0.064
```

Output
* multiplicity: 1
* charge: -1

Partial charges, Mulliken, in e:
1 C -0.44
2 C -0.72
3 C -0.36
4 H 0.46
5 C -0.72
6 C -0.35
7 H 0.40
8 H 0.41
9 H 0.58
10 H 0.37
11 In 0.96
12 Br -0.48
13 C -0.59
14 C -0.47
15 C -0.43
16 H 0.36
17 C -0.53
18 C -0.77
19 H 0.50
20 H 0.49
21 H 0.46
22 H 0.40
23 O -0.66
24 C 0.22
25 O -0.26
26 C 0.21
27 C 0.02
28 C -0.36
29 C -0.36
30 C -0.05
31 C -0.51
32 N 1.00
33 O -0.62
34 O -0.60
35 N 0.97
36 O -0.56
37 O -0.61
38 H 0.43
39 H 0.59
40 H 0.58

The following is a quantum chemistry calculation of a single C11H21N3O4 molecule, from OMol25.

```
39
Properties=species:S:1:pos:R:3
C -2.414 2.481 1.494
C -1.274 2.194 0.509
C -0.516 3.470 0.149
C -1.821 1.448 -0.750
C -0.779 0.988 -1.789
N -1.483 0.347 -2.868
C 0.290 0.044 -1.196
O 1.409 0.311 -1.294
N -0.181 -1.052 -0.540
C 0.637 -2.198 -0.117
C 0.946 -2.143 1.400
C 1.847 -1.002 1.814
C 3.235 -1.202 1.295
N 3.609 -0.308 0.343
O 3.961 -2.069 1.724
C -0.079 -3.513 -0.470
O 0.355 -4.601 -0.217
O -1.317 -3.403 -0.962
H -2.946 1.555 1.739
H -3.109 3.129 0.969
H -2.100 2.943 2.438
H -0.522 1.567 0.980
H -1.085 4.151 -0.485
H -0.306 4.008 1.109
H 0.486 3.327 -0.284
H -2.566 2.100 -1.273
H -2.433 0.585 -0.443
H -0.229 1.825 -2.268
H -0.820 0.183 -3.648
H -1.747 -0.608 -2.575
H -1.170 -1.278 -0.581
H 1.570 -2.368 -0.684
H -0.008 -1.949 1.888
H 1.358 -3.122 1.694
H 1.907 -0.890 2.898
H 1.440 -0.059 1.441
H 2.916 0.035 -0.314
H 4.521 -0.598 -0.031
H -1.584 -4.328 -1.098
```

Output
* multiplicity: 1
* charge: 0
* SMILES string: CC(C)C[C@H](N)C(=O)N[C@@H](CCC(N)=O)C(=O)O

Partial charges, Mulliken, in e:
1 C -1.57
2 C 1.55
3 C -1.50
4 C -1.40
5 C 0.04
6 N -0.70
7 C 0.11
8 O -0.67
9 N 0.12
10 C 0.31
11 C -1.07
12 C 0.05
13 C 0.13
14 N -0.45
15 O -0.64
16 C 0.13
17 O -0.57
18 O -0.46
19 H 0.38
20 H 0.34
21 H 0.40
22 H -0.37
23 H 0.32
24 H 0.43
25 H 0.33
26 H 0.50
27 H 0.27
28 H 0.46
29 H 0.34
30 H 0.32
31 H 0.36
32 H 0.35
33 H 0.37
34 H 0.44
35 H 0.42
36 H -0.09
37 H 0.41
38 H 0.25
39 H 0.36

The following is a quantum chemistry calculation of a molecular structure, C24H70BN6O6Pb, from OMol25.

```
108
Properties=species:S:1:pos:R:3
Pb -14.219 5.605 13.771
B -16.717 5.920 14.714
H -16.270 4.965 15.047
H -16.414 6.633 15.504
H -16.271 6.271 13.771
H -17.816 5.821 14.747
C -21.209 8.465 15.616
C -20.038 8.064 14.743
C -20.049 8.849 13.401
O -21.297 8.706 12.674
C -21.506 7.407 12.160
N -18.859 8.282 15.547
H -21.197 7.816 16.493
H -22.164 8.153 15.192
H -21.099 9.542 15.734
H -20.139 6.994 14.538
H -19.197 8.615 12.757
H -19.968 9.931 13.510
H -20.667 6.725 12.301
H -21.933 7.408 11.156
H -22.377 7.022 12.698
H -18.941 7.755 16.408
H -18.105 7.771 15.102
C -20.047 4.085 18.877
C -19.123 5.077 18.193
C -18.016 5.729 19.074
O -18.491 6.606 20.027
C -18.508 7.990 19.650
N -18.467 4.442 17.088
H -20.653 4.557 19.651
H -19.476 3.302 19.376
H -20.800 3.753 18.162
H -19.688 5.889 17.726
H -17.340 6.220 18.369
H -17.396 4.960 19.540
H -19.425 8.391 19.212
H -17.729 8.303 18.951
H -18.433 8.716 20.462
H -19.225 4.135 16.490
H -17.994 5.115 16.499
C -12.412 6.446 9.494
C -12.809 6.574 10.982
C -14.066 7.431 10.935
O -14.655 7.648 12.255
C -15.922 8.281 12.175
N -13.172 5.229 11.475
H -13.223 6.520 8.769
H -11.757 5.611 9.243
H -11.765 7.283 9.220
H -12.029 7.063 11.565
H -14.808 6.943 10.299
H -13.864 8.364 10.406
H -15.923 9.270 11.713
H -16.119 8.506 13.223
H -16.726 7.694 11.731
H -12.413 4.564 11.387
H -13.850 4.813 10.851
C -17.612 4.146 11.608
C -16.705 3.093 12.334
C -16.867 1.682 11.803
O -16.066 1.395 10.657
C -16.590 0.312 9.909
N -15.300 3.512 12.388
H -17.888 3.721 10.642
H -16.991 5.021 11.400
H -18.448 4.665 12.074
H -16.908 3.098 13.407
H -17.950 1.574 11.733
H -16.525 1.026 12.607
H -17.609 0.364 9.526
H -16.384 -0.552 10.545
H -15.891 0.165 9.085
H -14.979 3.387 11.434
H -14.844 2.733 12.850
C -14.267 8.648 16.355
C -12.883 8.593 15.726
C -11.835 8.052 16.784
O -10.593 8.326 16.162
C -9.449 7.733 16.711
N -12.768 7.755 14.558
H -14.510 7.711 16.868
H -15.124 8.397 15.725
H -14.611 9.403 17.060
H -12.583 9.616 15.490
H -11.926 6.989 17.015
H -11.811 8.574 17.743
H -9.051 8.344 17.522
H -8.744 7.632 15.884
H -9.498 6.700 17.064
H -11.752 7.752 14.538
H -12.922 8.345 13.749
C -12.638 3.015 17.500
C -12.891 4.127 16.388
C -11.608 4.172 15.613
O -11.810 4.997 14.452
C -10.571 5.353 13.769
N -13.938 3.687 15.510
H -11.717 3.280 18.022
H -12.434 2.043 17.050
H -13.460 2.993 18.214
H -13.184 5.070 16.849
H -11.200 3.216 15.284
H -10.919 4.704 16.273
H -9.938 4.469 13.694
H -10.085 6.061 14.443
H -10.717 5.923 12.854
H -14.775 3.629 16.081
H -13.777 2.703 15.327
```

Output
* multiplicity: 1
* charge: +1

Mulliken atomic charge list, values in e, 99 entries:
1 Pb 1.04
2 B 3.43
3 H -0.69
4 H -0.77
5 H -1.20
6 H -0.45
7 C -1.72
8 C 1.34
9 C -0.51
10 O -0.42
11 C -0.40
12 N -0.64
13 H 0.44
14 H 0.34
15 H 0.37
16 H 0.09
17 H 0.16
18 H 0.38
19 H -0.03
20 H 0.30
21 H 0.26
22 H 0.15
23 H -0.34
24 C -1.61
25 C 1.27
26 C -0.18
27 O -0.43
28 C -0.63
29 N -0.58
30 H 0.37
31 H 0.33
32 H 0.44
33 H -0.46
34 H -0.16
35 H 0.38
36 H 0.28
37 H 0.17
38 H 0.33
39 H 0.27
40 H 0.00
41 C -1.71
42 C 0.70
43 C -1.40
44 O -0.01
45 C -1.11
46 N -0.44
47 H 0.37
48 H 0.40
49 H 0.46
50 H 0.27
51 H 0.49
52 H 0.48
53 H 0.41
54 H 0.15
55 H 0.36
56 H 0.22
57 H 0.28
58 C -1.14
59 C 0.73
60 C -1.10
61 O -0.29
62 C -0.85
63 N -0.23
64 H 0.45
65 H -0.11
66 H 0.28
67 H 0.06
68 H 0.48
69 H 0.48
70 H 0.31
71 H 0.35
72 H 0.26
73 H 0.37
74 H 0.07
75 C -1.41
76 C 0.39
77 C -0.55
78 O -0.39
79 C -0.87
80 N -0.21
81 H 0.26
82 H -0.05
83 H 0.44
84 H 0.46
85 H -0.04
86 H 0.61
87 H 0.33
88 H 0.29
89 H 0.31
90 H 0.24
91 H 0.08
92 C -1.56
93 C 0.25
94 C -0.80
95 O 0.25
96 C -0.85
97 N -0.36
98 H 0.41
99 H 0.41

The following is a quantum chemistry calculation of 2 unconnected molecules or ions with the total composition C3H9NO2S, from OMol25.

```
16
Properties=species:S:1:pos:R:3
N 1.249 1.619 -1.036
C -0.018 1.379 -0.514
O -0.603 2.201 0.147
C -0.400 -0.080 -0.643
C 0.601 -1.101 -0.099
S -0.107 -2.762 -0.577
H 1.512 1.073 -1.845
H 1.713 2.513 -1.077
H -0.534 -0.195 -1.724
H -1.383 -0.201 -0.195
H 1.545 -1.047 -0.623
H 0.624 -1.115 0.983
H -1.162 -3.602 -0.492
O -0.898 0.059 2.474
H -0.994 0.831 1.894
H -1.147 0.428 3.327
```

Output
* multiplicity: 1
* charge: 0
* SMILES string: NC(=O)CCS.O

Partial charges, Mulliken, in e:
1 N -0.41
2 C 0.50
3 O -0.63
4 C -1.01
5 C -0.20
6 S -0.42
7 H 0.21
8 H 0.24
9 H 0.50
10 H 0.46
11 H 0.31
12 H 0.28
13 H 0.16
14 O -0.61
15 H 0.32
16 H 0.30

Table of total energy (eV), in record order: -108317.3612, -24409.5617, -53160.5668, -19676.0583
Table of E_HOMO (hartree), in record order: -0.1601, -0.3500, -0.3883, -0.3272
Table of relative energy (zero: lowest compared OMol25 entry of this formula, charge and spin) (kcal/mol), in record order: 0.0, 15.3, 86.8, 54.3